46
Properties=species:S:1:pos:R:3:forces:R:3:lowdin_charge:R:1 method="wB97M-V/def2-TZVPD" homo_ev="-11.98 / -11.35" total_charge=+1 s2=0.754 e_tot_ha=-2491.117119 lumo_energy_ev="-2.94 / -3.01" orbital_gap_ev="9.039 / 8.332" relative_energy_kj_mol=9.8 multiplicity=2
Mn 0.008725 -0.658519 -0.689442 0.03 0.06 -0.19 0.755
C 0.037856 1.946123 0.553143 0.00 -0.02 0.02 -0.052
N 0.010860 1.364938 -0.822986 0.00 0.06 0.07 -0.219
C 1.232700 1.722499 -1.581666 0.02 -0.01 0.00 -0.089
C 2.387763 0.879495 -1.105135 -0.02 0.01 0.00 -0.240
C 3.687192 1.344556 -1.087997 -0.02 0.01 -0.01 0.001
C 4.700223 0.475047 -0.707720 0.01 0.00 0.00 -0.027
C 4.370246 -0.820556 -0.356381 0.00 -0.01 0.00 -0.018
C 3.040903 -1.209880 -0.387384 0.00 0.02 -0.02 -0.055
N 2.061626 -0.376250 -0.752998 0.01 -0.04 -0.01 0.054
C -1.228726 1.733543 -1.546060 -0.03 -0.01 0.01 -0.088
C -2.374480 0.882921 -1.060537 0.02 0.01 -0.01 -0.237
C -3.672816 1.348647 -1.009687 0.02 0.01 -0.01 0.001
C -4.680051 0.471835 -0.630974 -0.01 0.00 0.00 -0.028
C -4.345762 -0.831815 -0.315243 0.00 -0.01 0.00 -0.018
C -3.017640 -1.221412 -0.378064 0.00 0.02 -0.01 -0.056
N -2.043776 -0.380554 -0.741880 -0.01 -0.04 -0.01 0.053
C -0.009490 0.905283 1.646211 0.00 -0.01 -0.02 -0.218
C -0.045032 1.244915 2.987424 0.00 0.01 0.00 0.005
C -0.071050 0.231676 3.931213 0.00 -0.01 0.00 -0.025
C -0.060881 -1.090690 3.510483 0.00 0.00 -0.01 -0.018
C -0.027259 -1.355872 2.156506 0.00 0.00 0.01 -0.050
N -0.001878 -0.368731 1.251354 0.00 -0.04 0.04 0.023
H -0.802287 2.633274 0.669757 0.00 0.00 0.00 0.142
H 0.947891 2.538024 0.668339 0.01 -0.01 0.00 0.142
H 1.453349 2.790269 -1.506810 0.01 0.00 0.00 0.141
H 1.047094 1.498631 -2.634567 0.00 -0.01 0.00 0.142
H 3.900661 2.365569 -1.374646 0.01 0.00 0.00 0.124
H 5.729089 0.808046 -0.688351 0.00 0.00 0.00 0.121
H 5.125659 -1.533318 -0.058847 0.00 0.00 0.00 0.120
H 2.734683 -2.212689 -0.129244 0.01 0.00 0.00 0.112
H -1.067838 1.526709 -2.606448 0.00 -0.01 0.00 0.142
H -1.447344 2.799882 -1.449486 -0.01 0.00 0.00 0.139
H -3.890189 2.375723 -1.270523 -0.01 0.00 0.00 0.124
H -5.707992 0.805227 -0.586159 0.00 0.00 0.00 0.121
H -5.096802 -1.550490 -0.020870 0.00 0.00 0.00 0.120
H -2.708116 -2.230029 -0.147691 -0.01 0.00 0.00 0.111
H -0.051975 2.285634 3.283382 0.00 0.00 0.01 0.128
H -0.099029 0.471101 4.985508 0.00 0.00 0.00 0.122
H -0.079941 -1.908670 4.215527 0.00 0.01 0.01 0.121
H -0.019543 -2.365580 1.761511 0.00 0.00 0.00 0.126
F 1.122809 -3.475335 -0.341701 -0.02 0.03 0.02 0.117
B 0.014478 -3.558045 -1.187896 0.01 -0.05 0.03 -1.186
F 0.012454 -2.229140 -1.931196 -0.01 0.00 0.06 -0.022
F -1.142093 -3.527126 -0.411178 0.00 0.01 0.01 0.123
F 0.065750 -4.544863 -2.100571 0.00 0.02 0.00 0.217